The following is a quantum chemistry calculation of a 3-piece molecular cluster, C4H12N3 overall in a non-equilibrium geometry, from the OMol25 dataset.

Output
- Frontier orbital gap (alpha / beta): 3.6 / 7.5 eV
- Expectation value of S²: 2.008
- Total energy: -8800.3429 eV
- LUMO level (alpha / beta): -5.8 / -5.7 eV
- Energy above the lowest of the compared OMol25 structures with the same formula, charge and spin: 52.67 kcal/mol
- Net charge: +1
- Spin multiplicity: 3

Positions of all 19 atoms, in Å:
1 C -4.09 1.47 -0.51
2 C -1.98 -0.32 0.20
3 C 2.37 -0.77 0.50
4 C 3.07 -0.09 -0.59
5 N -0.83 0.07 0.16
6 N 4.13 0.77 -0.30
7 N -2.67 -1.44 0.51
8 H -3.24 1.73 -1.01
9 H -4.83 0.83 -0.99
10 H -4.17 1.96 0.49
11 H 2.53 -1.89 0.43
12 H 2.78 -0.47 1.49
13 H 2.83 -0.35 -1.58
14 H -0.67 0.93 -0.19
15 H 1.31 -0.52 0.55
16 H 4.82 0.45 0.47
17 H 4.53 1.36 -0.99
18 H -2.35 -2.35 0.40
19 H -3.55 -1.38 0.97

natural (NBO) atomic charge list, values in e, 4 entries: -0.50 0.51 -0.76 0.39


The following is a quantum chemistry calculation of an isolated ion of composition C4H12N3 and charge +2 in a non-equilibrium geometry, from the OMol25 dataset.

Output
- Frontier orbital gap (alpha / beta): 10.8 / 4.1 eV
- Expectation value of S²: 0.766
- Total energy: -8790.0527 eV
- LUMO level (alpha / beta): -8.3 / -13.9 eV
- Energy above the lowest of the compared OMol25 structures with the same formula, charge and spin: 118.75 kcal/mol
- Net charge: +2
- Spin multiplicity: 2

Positions of all 19 atoms, in Å:
1 C -1.08 -0.76 1.44
2 C -0.73 0.64 0.91
3 C 0.29 0.64 -0.25
4 C 1.47 1.23 -0.23
5 N 2.44 0.63 -1.33
6 N -0.18 -0.45 -1.07
7 N -2.16 -1.50 0.61
8 H -1.44 -0.63 2.47
9 H -0.24 -1.49 1.43
10 H -0.49 1.49 1.51
11 H -1.79 1.05 0.54
12 H 2.05 1.86 0.35
13 H 3.44 0.46 -1.10
14 H 1.88 -0.27 -1.66
15 H 2.55 1.30 -2.14
16 H -0.94 -0.13 -1.59
17 H -0.61 -1.08 -0.35
18 H -1.78 -2.42 0.76
19 H -3.03 -1.41 1.08

natural (NBO) atomic charge list, values in e, 4 entries: -0.30 -0.46 0.21 0.12


The following is a quantum chemistry calculation of a 2-piece molecular cluster, C4H12N3O overall in a non-equilibrium geometry, from the OMol25 dataset.

Output
- Frontier orbital gap (alpha / beta): 3.4 / 9.0 eV
- Expectation value of S²: 0.751
- Total energy: -10857.2739 eV
- LUMO level (alpha / beta): 0.6 / 0.5 eV
- Energy above the lowest of the compared OMol25 structures with the same formula, charge and spin: 36.62 kcal/mol
- Net charge: 0
- Spin multiplicity: 2

Positions of all 20 atoms, in Å:
1 C 0.58 -2.20 0.61
2 C 0.70 -1.17 1.71
3 N 1.77 -1.25 2.51
4 O -0.18 -0.35 1.92
5 H 1.56 -2.55 0.30
6 H 0.03 -1.79 -0.22
7 H 0.04 -3.04 1.05
8 H 1.86 -0.51 3.19
9 H 2.57 -1.82 2.29
10 C -0.98 0.95 -1.93
11 C -0.53 1.69 -0.90
12 N -1.21 1.63 0.39
13 N -0.47 1.10 -3.22
14 H -1.79 0.24 -1.82
15 H 0.32 2.35 -0.97
16 H -1.05 2.48 0.98
17 H -2.25 1.55 0.24
18 H -0.90 0.79 0.94
19 H 0.38 1.63 -3.28
20 H -0.46 0.27 -3.78

natural (NBO) atomic charge list, values in e, 4 entries: -0.71 0.68 -0.80 -0.68


The following is a quantum chemistry calculation of a 2-piece molecular cluster, C4H12N3O overall in a non-equilibrium geometry, from the OMol25 dataset.

Output
- Frontier orbital gap: 4.2 eV
- Total energy: -10842.0922 eV
- LUMO level: -8.8 eV
- Energy above the lowest of the compared OMol25 structures with the same formula, charge and spin: 299.81 kcal/mol
- Net charge: +1

Positions of all 20 atoms, in Å:
1 N 2.24 1.16 0.35
2 C 0.80 0.76 0.18
3 C 0.69 -0.57 0.98
4 N -0.63 -0.75 1.47
5 C -1.65 -0.90 0.28
6 C -2.47 0.33 -0.31
7 N -2.13 0.93 -1.58
8 O 3.04 -0.97 -0.71
9 H 3.89 -1.05 -1.13
10 H 2.40 2.09 0.65
11 H 2.99 -0.03 -0.26
12 H -0.02 1.30 0.65
13 H 0.59 0.71 -0.89
14 H 1.19 -1.46 0.45
15 H 1.21 -0.50 1.96
16 H -1.17 -1.29 -0.63
17 H -3.54 0.03 -0.30
18 H -2.30 -1.77 0.61
19 H -2.25 1.05 0.44
20 H -2.91 0.94 -2.20

natural (NBO) atomic charge list, values in e, 4 entries: -0.32 -0.29 -0.33 -0.11


The following is a quantum chemistry calculation of a 2-piece molecular cluster, C4H12N3O overall in a non-equilibrium geometry, from the OMol25 dataset.

Output
- Frontier orbital gap: 10.2 eV
- Total energy: -10852.7178 eV
- LUMO level: -2.8 eV
- Energy above the lowest of the compared OMol25 structures with the same formula, charge and spin: 54.78 kcal/mol
- Net charge: +1

Positions of all 20 atoms, in Å:
1 C 1.94 0.19 -0.02
2 C 3.18 -0.62 0.17
3 C -2.61 -1.40 -0.38
4 C -1.69 0.81 0.21
5 N 2.06 1.40 -0.53
6 N -2.70 0.05 -0.03
7 N 0.71 -0.31 0.26
8 O -1.75 1.98 0.60
9 H 3.32 -1.44 -0.50
10 H 4.15 -0.11 0.11
11 H 3.11 -1.11 1.11
12 H -1.56 -1.45 -0.83
13 H -2.64 -1.97 0.59
14 H -3.45 -1.56 -1.11
15 H -0.55 0.27 0.28
16 H 2.92 1.49 -1.10
17 H 1.27 2.09 -0.54
18 H -3.68 0.31 0.08
19 H 0.66 -1.08 1.01
20 H -2.70 2.45 0.65

natural (NBO) atomic charge list, values in e, 4 entries: 0.54 -0.71 -0.42 0.45


The following is a quantum chemistry calculation of a 2-piece molecular cluster, C4H12N4 overall, from the OMol25 dataset.

Output
- Frontier orbital gap: 9.6 eV
- Total energy: -10301.2434 eV
- LUMO level: 1.1 eV
- Energy above the lowest of the compared OMol25 structures with the same formula, charge and spin: 46.77 kcal/mol
- SMILES: N/C=C/N.N/C=C/N
- Net charge: 0

Positions of all 20 atoms, in Å:
1 C -0.57 -1.92 -0.80
2 C -1.34 -1.05 -1.46
3 N -2.42 -0.34 -0.92
4 N 0.62 -2.48 -1.38
5 H -0.79 -2.22 0.22
6 H -1.08 -0.82 -2.49
7 H -3.14 -0.13 -1.60
8 H -2.19 0.45 -0.34
9 H 0.67 -3.45 -1.13
10 H 1.45 -2.03 -1.01
11 C 1.05 2.04 0.84
12 C 0.74 0.88 1.40
13 N -0.58 0.37 1.54
14 N 2.44 2.44 0.76
15 H 0.28 2.68 0.40
16 H 1.56 0.26 1.75
17 H -0.74 0.01 2.47
18 H -0.76 -0.38 0.87
19 H 2.52 3.32 1.25
20 H 2.65 2.66 -0.21

natural (NBO) atomic charge list, values in e, 4 entries: -0.09 -0.02 -0.87 -0.84


The following is a quantum chemistry calculation of C4H12N4 as an isolated structure in a non-equilibrium geometry, from the OMol25 dataset.

Output
- Frontier orbital gap: 7.4 eV
- Total energy: -10301.6759 eV
- LUMO level: 1.0 eV
- Energy above the lowest of the compared OMol25 structures with the same formula, charge and spin: 36.80 kcal/mol
- Net charge: 0

Positions of all 20 atoms, in Å:
1 C -0.66 0.16 0.09
2 C -0.66 0.98 1.38
3 C 0.40 -0.90 0.06
4 N -0.17 1.27 -1.04
5 N -1.94 -0.37 -0.16
6 N -0.06 -2.23 -0.21
7 N 2.16 0.72 -0.16
8 C 1.73 -0.56 0.05
9 H -1.96 -1.06 -0.91
10 H -0.72 2.12 -1.00
11 H -0.27 0.86 -1.96
12 H -2.69 0.30 -0.19
13 H 0.68 -2.85 -0.54
14 H -0.54 -2.64 0.58
15 H 3.14 0.76 -0.39
16 H 1.10 1.32 -0.71
17 H 2.45 -1.37 0.00
18 H -1.37 1.81 1.31
19 H 0.34 1.37 1.57
20 H -0.96 0.33 2.20

natural (NBO) atomic charge list, values in e, 4 entries: 0.30 -0.63 -0.09 -0.86


The following is a quantum chemistry calculation of a 2-piece molecular cluster, C4H12N4 overall, from the OMol25 dataset.

Output
- Frontier orbital gap: 9.8 eV
- Total energy: -10302.4999 eV
- LUMO level: 0.7 eV
- Energy above the lowest of the compared OMol25 structures with the same formula, charge and spin: 17.80 kcal/mol
- SMILES: N=C(N)N.C=CCN
- Net charge: 0

Positions of all 20 atoms, in Å:
1 N -1.47 1.59 -1.98
2 C -1.88 1.03 -0.78
3 N -2.47 -0.22 -0.92
4 N -1.83 1.59 0.36
5 H -0.72 2.26 -1.91
6 H -1.43 0.99 -2.79
7 H -1.91 -0.92 -1.38
8 H -2.84 -0.54 -0.04
9 H -1.54 2.56 0.28
10 N 0.81 -2.30 1.15
11 C 1.15 -0.96 0.64
12 C 3.46 -0.08 0.54
13 C 2.43 -0.48 1.25
14 H -0.10 -2.58 0.82
15 H 0.72 -2.25 2.16
16 H 0.36 -0.23 0.84
17 H 1.27 -1.02 -0.45
18 H 4.38 0.29 0.97
19 H 3.41 -0.10 -0.54
20 H 2.46 -0.48 2.34

natural (NBO) atomic charge list, values in e, 4 entries: -0.84 0.57 -0.84 -0.77


The following is a quantum chemistry calculation of the molecule C4H12N4 in a non-equilibrium geometry, from the OMol25 dataset.

Output
- Frontier orbital gap: 8.5 eV
- Total energy: -10301.6923 eV
- LUMO level: 0.9 eV
- Energy above the lowest of the compared OMol25 structures with the same formula, charge and spin: 36.42 kcal/mol
- SMILES: CC(=C(N)N)N(C)N
- Net charge: 0

Positions of all 20 atoms, in Å:
1 C -1.10 0.24 -1.93
2 C -0.25 -1.74 0.25
3 N 0.05 0.48 -1.08
4 C 0.00 -0.25 0.23
5 C 0.21 0.54 1.28
6 N 1.24 0.24 -1.83
7 N 0.60 1.87 1.20
8 N 0.32 -0.07 2.59
9 H 2.02 0.64 -1.31
10 H 1.42 -0.76 -1.95
11 H 0.48 2.21 0.25
12 H 0.18 2.47 1.89
13 H -0.41 -0.75 2.77
14 H 0.36 0.62 3.33
15 H -2.00 0.49 -1.37
16 H -1.02 0.90 -2.80
17 H -1.17 -0.79 -2.29
18 H 0.43 -2.23 0.95
19 H -1.28 -1.97 0.54
20 H -0.08 -2.16 -0.74

natural (NBO) atomic charge list, values in e, 4 entries: -0.41 -0.66 -0.31 -0.04


The following is a quantum chemistry calculation of the molecule C4H12N4O in a non-equilibrium geometry, from the OMol25 dataset.

Output
- Frontier orbital gap: 7.5 eV
- Total energy: -12347.6379 eV
- LUMO level: 0.3 eV
- Energy above the lowest of the compared OMol25 structures with the same formula, charge and spin: 84.63 kcal/mol
- Net charge: 0

Positions of all 21 atoms, in Å:
1 C -1.15 -0.16 -0.85
2 C -2.37 0.67 -0.51
3 N -1.08 -1.34 -0.08
4 C 0.26 1.00 -0.73
5 O 0.70 1.43 -1.79
6 H -1.09 -0.39 -1.92
7 H -0.80 -1.14 0.90
8 H -0.36 -1.96 -0.42
9 H 0.00 1.69 0.10
10 H -2.36 0.94 0.54
11 H -2.39 1.59 -1.10
12 H -3.28 0.10 -0.73
13 N 2.38 -0.43 -0.88
14 N 0.67 0.10 2.23
15 C 1.38 -0.53 1.22
16 N 1.45 0.03 0.04
17 H 2.21 -1.40 -1.15
18 H 2.27 0.16 -1.70
19 H 0.54 1.10 2.13
20 H 0.90 -0.20 3.17
21 H 2.14 -1.25 1.51

natural (NBO) atomic charge list, values in e, 4 entries: -0.08 -0.63 -0.82 0.34